Formula: C38H106N6O19
Source: the OMol25 dataset
Level of theory: ωB97M-V/def2-TZVPD

```
169
Properties=species:S:1:pos:R:3:forces:R:3:mulliken_charge:R:1
C 0.365880 4.421181 2.029947 -0.2876 -0.4079 0.6894 0.11
C 0.338108 5.548540 3.064054 -1.4047 -0.2338 -1.3862 -0.70
O 0.314913 6.789731 2.321505 1.2204 0.2497 0.5338 -0.58
O 1.660351 4.076974 1.615714 0.2779 -0.3617 0.0593 -0.21
H -0.216812 4.716254 1.157303 -0.4168 -0.0106 0.0120 0.40
H -0.051024 3.519575 2.478704 -0.2302 -0.0852 -0.0622 0.00
H 1.167850 5.385724 3.751898 0.1456 0.8209 -0.1125 0.32
H -0.614200 5.564087 3.594126 0.1378 -0.6115 0.4372 0.37
H -0.594135 6.904131 2.034920 0.0092 0.0319 -0.0284 0.33
H 2.098579 4.888075 1.347993 0.6859 0.1352 -0.1046 0.01
C -0.447359 -0.548494 -5.603338 -0.5699 0.9082 -0.2632 -0.58
C -1.067572 -1.192299 -4.408077 0.0308 -1.2347 0.6317 1.81
O -1.308816 -2.563538 -4.646288 -0.0678 -0.1610 -1.5916 -0.82
O 0.814383 -1.027796 -5.923955 0.8451 -0.6341 -0.0306 -0.60
H -0.281234 0.511716 -5.412387 -0.3470 0.1468 0.1168 0.29
H -1.128038 -0.631923 -6.450571 -0.1662 0.0036 -0.1605 0.14
H -2.030820 -0.753552 -4.147767 0.1759 0.6335 0.1513 -0.71
H -0.332425 -1.203850 -3.603387 -0.0246 0.8085 0.4752 -0.02
H -1.396875 -3.068861 -3.834808 0.1211 -0.3912 0.4504 0.34
H 0.758255 -1.985850 -5.948317 0.0347 -0.2616 -0.0568 0.35
C -3.451097 2.731178 1.312549 -0.5214 -2.4409 -1.3459 0.07
C -3.717082 1.520070 2.192689 0.9982 0.1092 0.8449 -0.28
O -5.075365 1.195513 2.387823 -0.8016 -0.0194 -0.3639 -0.63
O -3.745306 3.898624 1.941188 -0.0789 1.9337 0.9867 -0.56
H -4.093403 2.562942 0.448112 -0.1226 0.2168 -0.5482 0.25
H -2.429388 2.748412 0.933215 0.1204 0.0294 0.2778 -0.10
H -3.335987 1.818776 3.169240 0.4633 -0.3246 0.2692 0.24
H -3.285720 0.576246 1.859192 0.9492 0.4167 -0.2603 0.29
H -5.096955 0.274162 2.119010 -0.7500 0.0969 0.0787 0.39
H -4.639639 3.870049 2.288981 -0.1433 -0.0402 -0.0134 0.35
C -5.839069 -1.919459 -2.612540 2.0827 -2.2121 -0.6935 -0.89
C -4.325948 -2.286427 -2.322559 -0.2460 1.2261 0.2269 0.99
O -3.889550 -1.964621 -1.008963 -1.0317 0.4077 0.5932 -0.54
O -6.165713 -0.622779 -2.278319 -0.3622 0.2615 1.0122 -0.63
H -6.485960 -2.688214 -2.189854 -0.2403 0.1901 0.4262 0.44
H -5.952578 -2.037923 -3.690123 0.0410 0.0708 -0.1946 0.32
H -3.734186 -1.600975 -2.929245 0.0181 -0.3651 -0.8713 -0.71
H -4.079121 -3.334275 -2.493430 -0.3281 -0.0338 -0.5901 0.35
H -3.112274 -2.488926 -0.802703 -0.1126 -0.3875 0.2255 0.08
H -6.468403 -0.706984 -1.371195 -0.0068 0.7050 0.2265 0.32
C 2.429469 1.126756 5.266638 -1.4747 1.4187 -1.3186 -0.83
C 1.354363 1.769429 4.330522 -0.4890 0.2116 0.3273 0.42
O 0.053466 1.878369 4.893993 0.4595 1.1412 0.6847 -0.50
O 2.224781 -0.238591 5.316211 -0.0203 -1.9629 0.0677 -0.48
H 2.305031 1.540290 6.267445 0.3553 0.4734 -0.0955 0.33
H 3.392371 1.340516 4.802696 0.2535 0.0058 0.3651 0.40
H 1.100882 1.203487 3.434112 1.3276 -0.4493 -0.4415 -0.13
H 1.655083 2.771017 4.023141 0.1561 0.0020 0.0404 0.22
H -0.173551 0.993229 5.188228 -0.4480 -0.7419 0.2580 0.34
H 1.901727 -0.513060 6.177554 0.0462 0.1453 -0.0436 0.29
C 5.515084 0.509183 -1.769033 -2.2656 1.0362 0.5225 -0.60
C 5.791503 0.625685 -0.256808 2.3648 -2.2319 -1.9141 0.03
O 6.655811 -0.537047 -0.009425 0.0371 1.8019 1.6026 -0.65
O 4.242191 -0.177986 -1.928862 1.3785 -0.3549 -0.4869 -0.56
H 6.271922 0.031055 -2.390879 0.0686 -0.1996 0.6078 0.43
H 5.381346 1.520207 -2.153793 -0.0012 0.2686 -0.3262 0.23
H 4.893006 0.643713 0.360028 -0.0508 0.0196 -0.0873 0.10
H 6.395966 1.520031 -0.105565 0.0653 -0.1434 0.4376 0.33
H 6.230072 -1.367350 -0.235146 -0.4919 -0.3222 -0.5612 0.27
H 3.660443 0.345887 -1.373223 -0.8416 0.4042 -0.3063 0.09
C 1.253097 -3.796471 -2.273146 0.7468 0.8248 -0.0802 -0.82
C -0.057882 -4.196971 -1.656782 -0.7252 -1.0061 2.0997 0.28
C -0.763706 -3.261191 -0.620752 -0.1045 -0.1806 -1.1099 2.12
O -2.016729 -3.796429 -0.088550 1.7644 1.3229 -1.3352 -0.51
C -1.880084 -4.910622 0.729341 -0.7111 -0.8582 0.5946 -0.73
N -1.014670 -4.622934 -2.675560 -0.3221 -0.0101 -0.3330 -0.60
H 1.502169 -4.540552 -3.029713 0.0517 0.1052 -0.1298 0.63
H 2.099424 -3.769176 -1.586801 -0.3062 -0.4059 0.4642 -0.38
H 1.327964 -2.802600 -2.714425 -0.6192 0.0758 -0.4103 -0.01
H 0.184231 -5.049957 -1.022830 0.2682 -0.4863 0.0256 0.25
H -0.998909 -2.357810 -1.183502 -0.4539 0.2892 0.2226 -0.94
H -0.109458 -2.980101 0.204500 0.2157 -0.2070 0.0604 -0.43
H -1.568601 -5.806713 0.192587 0.0294 -0.0967 -0.2193 0.32
H -2.892608 -5.063997 1.102658 0.0869 -0.3087 0.1604 0.32
H -1.222233 -4.802105 1.591641 0.2071 0.4783 0.0168 0.16
H -0.603456 -5.370811 -3.215629 0.5115 0.1894 -0.4997 0.27
H -1.798024 -5.128299 -2.286879 -0.3868 0.4129 0.6206 0.24
C -4.202780 1.523279 -4.444748 -0.6512 -0.0811 -0.5506 -0.94
C -5.297039 1.103090 -5.493214 0.7747 -0.0934 0.2795 0.28
C -4.874224 -0.076687 -6.439106 0.1836 0.8347 -0.6009 -0.69
O -3.901803 0.398078 -7.434634 -0.7030 0.8639 2.3984 -0.35
C -3.374192 -0.613602 -8.207250 -0.0706 -0.4135 -0.5316 -0.68
N -6.558342 0.822048 -4.781289 0.1239 0.0753 -0.3714 -0.79
H -3.289891 1.923443 -4.885888 0.2134 -0.5068 -0.0824 0.46
H -4.057804 0.726524 -3.715184 0.4320 -0.3109 -0.2480 -0.11
H -4.576519 2.334690 -3.820221 -0.3656 0.2258 -0.1684 0.52
H -5.451618 1.968671 -6.137400 -0.1693 -0.0528 -0.1300 0.35
H -5.678690 -0.516386 -7.028684 -0.6916 0.4920 0.1347 0.48
H -4.551020 -0.937162 -5.853255 0.8929 -0.0165 0.2064 0.15
H -2.610116 -0.215220 -8.874775 0.0794 0.1882 0.1860 0.23
H -4.167485 -0.994814 -8.850261 -0.0487 -0.6239 -0.1199 0.30
H -2.933285 -1.388453 -7.580102 0.0005 -0.3673 -0.1268 0.25
H -6.802948 1.674351 -4.297715 -0.3631 0.5775 -0.3728 0.34
H -6.393006 0.270884 -3.951238 0.3003 -0.6599 -0.1606 0.25
C 1.956772 -0.339013 0.500139 0.3177 -1.2233 -0.5629 0.69
C 1.219584 0.273026 -0.695833 -0.1122 1.0272 3.1060 0.34
C -0.144275 0.743046 -0.047085 -0.0728 -0.4366 -2.0923 0.63
O -0.831615 1.666913 -0.881613 -1.0335 -0.1331 -0.8370 -0.53
C -1.773470 1.024900 -1.814658 1.3842 -0.5728 0.8160 -0.58
N 2.080545 1.417988 -1.034191 -1.1928 -0.6549 -0.4074 0.32
H 1.967675 0.301897 1.381730 -0.1942 0.2890 -0.1500 -0.41
H 2.995159 -0.481741 0.200976 -0.0194 -0.3161 0.2560 -0.41
H 1.552244 -1.301057 0.814675 -0.0431 -0.0960 -0.0022 -0.68
H 1.079855 -0.367822 -1.566397 0.0165 -0.1373 0.1407 -0.03
H -0.039478 1.192661 0.940314 0.4293 0.1840 -0.0843 -0.46
H -0.766432 -0.146486 0.051746 -0.1647 -0.2959 0.3227 0.12
H -2.496140 1.718120 -2.245118 0.1807 0.1184 0.5320 0.18
H -2.204480 0.169812 -1.293932 -0.8485 0.2731 0.2366 0.28
H -1.265232 0.505980 -2.627379 0.4493 0.5785 -0.1908 0.25
H 2.138367 1.932384 -0.166925 0.0803 0.6418 0.1523 0.08
H 1.452426 1.926450 -1.640025 0.4062 0.9107 -0.3052 -0.03
C 5.788094 -5.133186 -0.732699 0.6798 0.4920 0.6290 -1.76
C 4.854674 -3.930863 -0.862333 -0.3639 -0.5699 -1.8081 0.74
C 4.071222 -3.536691 0.391744 0.6150 0.8672 0.1632 0.22
O 3.175207 -4.536091 0.785548 -0.4025 -1.5233 -1.0301 -0.41
C 2.347972 -4.231459 1.875451 1.5056 1.4665 0.8179 -0.53
N 5.549330 -2.783075 -1.472477 0.1914 0.3461 0.9021 -0.48
H 6.662540 -4.916962 -0.118956 -0.0925 0.2269 0.4774 0.37
H 6.264832 -5.350368 -1.688553 -0.4855 -0.2407 -0.2665 0.41
H 5.297228 -6.008867 -0.308027 -0.0868 0.0490 -0.2428 0.35
H 4.186047 -4.239352 -1.666007 -0.8928 -0.3753 0.4118 0.02
H 3.541632 -2.585572 0.336943 -0.3578 0.1496 -0.9533 -0.52
H 4.809416 -3.233265 1.134097 0.3944 -0.6891 0.7317 0.74
H 2.973194 -4.346908 2.760808 -0.2298 -0.2798 0.5448 0.52
H 1.406482 -4.762793 2.014665 0.2522 -0.3227 -0.7346 0.20
H 2.186094 -3.153962 1.845269 -0.6877 0.2465 0.0637 0.10
H 6.062079 -3.036148 -2.305031 0.3284 -0.5301 0.1600 0.26
H 4.870966 -2.128298 -1.834650 -0.3939 0.4013 0.2454 0.12
C 5.076165 5.954776 -0.947469 -0.0011 0.0691 -1.4074 -1.54
C 3.545762 6.022604 -0.885112 -0.1381 -0.0314 0.3228 0.48
C 2.861088 4.762188 -1.419168 0.9484 0.4527 -1.8675 -0.22
O 3.285299 4.635211 -2.838761 -0.1283 -0.0085 0.6421 -0.46
C 2.878191 3.390630 -3.459601 0.4610 0.6504 1.7638 -0.16
N 3.206892 6.333985 0.524346 0.3818 0.2039 0.5110 -0.71
H 5.496130 6.952469 -0.819688 0.1278 -0.0889 0.6627 0.43
H 5.413701 5.703232 -1.952889 -0.3933 -0.0295 -0.3051 0.35
H 5.559909 5.176302 -0.357494 -0.3668 0.3102 0.6555 0.29
H 3.163023 6.857449 -1.472177 0.3329 -0.0426 -0.6075 0.34
H 1.787228 4.948681 -1.430771 -0.2416 -0.4989 0.3100 0.39
H 3.180560 3.880092 -0.864235 -0.2703 -0.0994 0.0931 -0.06
H 3.416112 2.589577 -2.952593 -0.1652 -0.2978 -0.0176 -0.19
H 3.151017 3.323436 -4.512762 -0.2826 0.6317 0.0678 0.31
H 1.815485 3.303146 -3.233528 -0.2337 -0.4080 -0.6573 0.21
H 2.276172 6.624993 0.787333 -1.0600 -0.4168 -0.8579 0.17
H 3.618564 7.245567 0.664506 0.8874 -0.0048 0.4204 0.29
C -2.950943 1.455116 9.369443 0.3161 0.0605 1.0546 -0.70
O -3.184058 0.833752 8.172148 -0.4468 -0.4682 -2.3057 -0.34
C -1.983484 0.322997 7.574679 -1.2794 0.5819 -0.0874 -0.54
C -2.284941 -0.111795 6.148145 -1.0507 0.9225 0.8819 -0.55
N -1.080368 -0.526496 5.495037 0.3806 -1.8923 0.0136 -0.03
C -1.399228 -1.066595 4.198530 0.5589 0.1593 -2.5636 -0.36
C -0.354111 -2.020223 3.529631 -0.6299 -0.4121 -0.0202 0.43
O -0.515727 -3.438042 3.808473 0.2225 1.4951 0.5331 -0.34
C 0.251840 -3.797391 4.923490 0.4340 -1.4637 0.5039 -0.62
H -2.242266 2.274681 9.250349 0.4949 -0.0683 0.2506 0.29
H -2.622712 0.648309 10.024752 0.5062 0.4681 0.8239 0.28
H -3.835483 1.915312 9.809810 -0.3468 -0.3114 -0.3879 0.25
H -1.658558 -0.525432 8.176931 0.4876 -0.0729 0.0963 0.38
H -1.254167 1.130855 7.515171 0.3907 -0.0951 0.2835 0.33
H -2.717618 0.726391 5.601947 0.2921 0.3879 -0.0288 0.04
H -3.117176 -0.815509 6.131722 0.1511 -0.6803 0.1163 0.56
H -0.717601 -1.364754 5.926115 0.1995 0.1898 1.0803 0.01
H -1.456068 -0.209871 3.527032 0.0043 0.1916 -0.3241 -0.03
H -2.396144 -1.500860 4.123276 -0.1079 -0.4563 0.2997 0.39
H 0.671479 -1.723639 3.749413 0.0810 0.1777 0.2087 0.43
H -0.461025 -1.988107 2.445362 -0.2524 0.3918 -0.0306 -0.65
H 0.249265 -3.140806 5.793537 -0.5703 0.3251 -0.0327 0.19
H 1.313805 -3.944653 4.726901 0.2714 0.2658 -0.5890 0.17
H -0.081518 -4.786808 5.236584 -0.2384 0.0630 0.1838 0.37
```
Forces are in eV/Å.

Properties
Energy relative to the best compared isomer or geometry (same formula, charge and spin) = 55.0 kcal/mol
HOMO-LUMO gap = 9.331 eV
SMILES = COC[C@H](C)N.COC[C@H](C)N.COC[C@H](C)N.COC[C@H](C)N.COC[C@H](C)N.COCCNCCOC.OCCO.OCCO.OCCO.OCCO.OCCO.OCCO
Max |F| = 3.77 eV/Å